The following is a DFT calculation (ωB97M-V with the def2-TZVPD basis set) of a cluster of 10 separate species, C6H29NO9 in total.

Each atom is followed by the atoms it is bonded to, with distances in Å.
Positions of all 45 atoms, in Å:
1 C 1.225 2.207 -0.194  C2 1.332, H8 1.086, H9 1.097
2 C 2.221 1.711 0.538  C1 1.332, C3 1.463, H10 1.085
3 C 2.426 0.262 0.552  C2 1.463, N4 1.433, C5 1.325
4 N 2.417 -0.210 1.905  C3 1.433, H11 1.034, H12 1.009
5 C 2.755 -0.428 -0.531  C3 1.325, C6 1.543, C7 1.496
6 C 3.057 -1.925 -0.314  C5 1.543, H13 1.120, H14 1.087, H15 1.098
7 C 2.942 0.113 -1.913  C5 1.496, H16 1.105, H17 1.112, H18 1.112
8 H 0.735 3.168 -0.317  C1 1.086
9 H 0.592 1.516 -0.765  C1 1.097
10 H 2.918 2.287 1.138  C2 1.085
11 H 1.461 -0.200 2.300  N4 1.034
12 H 2.657 -1.176 2.072  N4 1.009
13 H 2.102 -2.510 -0.320  C6 1.120
14 H 3.534 -2.184 0.629  C6 1.087
15 H 3.508 -2.405 -1.193  C6 1.098
16 H 3.385 -0.564 -2.666  C7 1.105
17 H 2.020 0.505 -2.394  C7 1.112
18 H 3.826 0.781 -2.005  C7 1.112
19 O -4.320 -1.059 -1.213  H20 0.969, H21 0.956
20 H -3.487 -1.523 -1.387  O19 0.969
21 H -4.342 -0.944 -0.265  O19 0.956
22 O 0.285 -2.231 2.646  H23 0.976, H24 0.969
23 H 1.243 -2.375 2.765  O22 0.976
24 H -0.028 -1.994 3.532  O22 0.969
25 O -0.884 -0.954 0.197  H26 0.973, H27 0.971
26 H -0.765 -1.571 0.939  O25 0.973
27 H 0.022 -0.974 -0.152  O25 0.971
28 O -2.657 1.187 2.602  H29 0.960, H30 0.970
29 H -3.181 0.539 2.126  O28 0.960
30 H -3.160 1.383 3.408  O28 0.970
31 O 0.331 0.936 3.419  H32 0.971, H33 0.977
32 H -0.381 1.080 4.065  O31 0.971
33 H -0.249 0.659 2.684  O31 0.977
34 O -2.313 -0.202 -3.237  H35 0.964, H36 0.964
35 H -2.689 0.197 -4.029  O34 0.964
36 H -3.029 -0.799 -2.992  O34 0.964
37 O -1.560 1.470 -0.797  H38 0.976, H39 0.973
38 H -1.493 0.828 -0.065  O37 0.976
39 H -1.945 0.949 -1.523  O37 0.973
40 O 0.002 -1.590 -3.814  H41 0.965, H42 0.971
41 H 0.895 -1.263 -3.649  O40 0.965
42 H -0.482 -1.119 -3.118  O40 0.971
43 O -3.391 3.172 0.510  H44 0.969, H45 0.965
44 H -3.540 2.490 -0.163  O43 0.969
45 H -2.663 2.759 0.988  O43 0.965

HOMO ... -8.13 eV
SMILES ... C=CC(N)=C(C)C.O.O.O.O.O.O.O.O.O
LUMO level ... -0.305 eV
Total energy ... -26608.2548 eV
HOMO-LUMO gap ... 7.8 eV
Energy relative to the best compared isomer or geometry (same formula, charge and spin) ... 436.9 kJ/mol

The following is a DFT calculation (ωB97M-V with the def2-TZVPD basis set) of an isolated molecule of C4H6ClF.

Each atom is followed by the atoms it is bonded to, with distances in Å.
Positions of all 12 atoms, in Å:
1 C 2.277 -0.958 -0.067  C2 1.448, H7 1.057, H8 1.086, H9 1.073
2 C 1.064 -0.258 -0.437  C1 1.448, C3 1.568, C5 1.491, H10 1.130
3 C 0.509 0.908 0.452  C2 1.568, F4 1.341, C5 1.492, H11 1.099
4 F -0.021 1.942 -0.217  C3 1.341
5 C -0.151 -0.430 0.409  C2 1.491, C3 1.492, Cl6 1.806, H12 1.107
6 Cl -1.881 -0.594 -0.082  C5 1.806
7 H 2.389 -1.070 0.979  C1 1.057
8 H 2.490 -1.912 -0.539  C1 1.086
9 H 3.056 -0.300 -0.399  C1 1.073
10 H 0.866 0.022 -1.514  C2 1.130
11 H 1.018 1.279 1.353  C3 1.099
12 H 0.140 -0.978 1.325  C5 1.107

HOMO ... -10.01 eV
SMILES ... C[C@@H]1[C@@H](F)[C@H]1Cl
LUMO level ... 1.028 eV
Total energy ... -19483.7684 eV
HOMO-LUMO gap ... 11.0 eV
Energy relative to the best compared isomer or geometry (same formula, charge and spin) ... 93.9 kJ/mol

The following is a DFT calculation (ωB97M-V with the def2-TZVPD basis set) of a cluster of 13 separate species, C32H97N15O13 in total.

Each atom is followed by the atoms it is bonded to, with distances in Å.
Positions of all 157 atoms, in Å:
1 C -5.942 3.790 -1.371  C2 1.508, H7 1.090, H8 1.090, H9 1.090
2 C -4.697 3.145 -1.924  C1 1.508, C3 1.543, N6 1.409, H10 1.090
3 C -4.076 2.177 -0.895  C2 1.543, O4 1.447, H11 1.090, H12 1.090
4 O -4.650 0.850 -0.954  C3 1.447, C5 1.383
5 C -3.834 -0.010 -0.243  O4 1.383, H13 1.090, H14 1.090, H15 1.090
6 N -5.029 2.520 -3.141  C2 1.409, H16 1.010, H17 1.010
7 H -5.937 4.880 -1.336  C1 1.090
8 H -6.110 3.556 -0.320  C1 1.090
9 H -6.898 3.448 -1.766  C1 1.090
10 H -4.007 3.977 -2.064  C2 1.090
11 H -4.143 2.584 0.115  C3 1.090
12 H -3.004 2.132 -1.084  C3 1.090
13 H -2.956 -0.210 -0.857  C5 1.090
14 H -4.314 -0.989 -0.213  C5 1.090
15 H -3.572 0.256 0.781  C5 1.090
16 H -4.799 1.536 -3.128  N6 1.010
17 H -6.038 2.488 -3.167  N6 1.010
18 C 3.006 2.269 -0.728  C19 1.500, H24 1.090, H25 1.090, H26 1.090
19 C 3.686 3.532 -0.293  C18 1.500, C20 1.568, N23 1.394, H27 1.090
20 C 2.848 4.847 -0.458  C19 1.568, O21 1.440, H28 1.090, H29 1.090
21 O 3.510 5.959 0.174  C20 1.440, C22 1.420
22 C 4.569 6.543 -0.572  O21 1.420, H30 1.090, H31 1.090, H32 1.090
23 N 4.030 3.254 1.029  C19 1.394, H33 1.010, H34 1.010
24 H 2.525 2.451 -1.689  C18 1.090
25 H 2.294 1.828 -0.031  C18 1.090
26 H 3.691 1.432 -0.870  C18 1.090
27 H 4.602 3.559 -0.883  C19 1.090
28 H 1.902 4.585 0.016  C20 1.090
29 H 2.431 5.080 -1.438  C20 1.090
30 H 4.083 7.216 -1.279  C22 1.090
31 H 5.081 5.772 -1.147  C22 1.090
32 H 5.348 7.059 -0.011  C22 1.090
33 H 4.590 4.029 1.353  N23 1.010
34 H 4.554 2.390 1.018  N23 1.010
35 C 5.119 -0.050 -3.601  C36 1.557, H41 1.090, H42 1.090, H43 1.090
36 C 4.201 -0.204 -4.849  C35 1.557, C37 1.563, N40 1.440, H44 1.090
37 C 2.739 -0.676 -4.564  C36 1.563, O38 1.463, H45 1.090, H46 1.090
38 O 1.938 0.099 -3.615  C37 1.463, C39 1.474
39 C 0.702 -0.554 -3.148  O38 1.474, H47 1.090, H48 1.090, H49 1.090
40 N 4.319 1.084 -5.483  C36 1.440, H50 1.010, H51 1.010
41 H 4.804 0.746 -2.927  C35 1.090
42 H 6.166 -0.006 -3.903  C35 1.090
43 H 4.981 -0.988 -3.065  C35 1.090
44 H 4.604 -1.011 -5.462  C36 1.090
45 H 2.873 -1.712 -4.253  C37 1.090
46 H 2.280 -0.533 -5.542  C37 1.090
47 H 0.062 -0.662 -4.024  C39 1.090
48 H 0.170 0.071 -2.431  C39 1.090
49 H 0.826 -1.543 -2.708  C39 1.090
50 H 3.584 1.537 -4.958  N40 1.010
51 H 3.925 0.968 -6.406  N40 1.010
52 C 1.908 -2.710 4.698  C53 1.555, H58 1.090, H59 1.090, H60 1.090
53 C 0.552 -2.282 5.327  C52 1.555, C54 1.651, N57 1.515, H61 1.090
54 C -0.557 -3.502 5.408  C53 1.651, O55 1.398, H62 1.090, H63 1.090
55 O -1.708 -3.135 6.112  C54 1.398, C56 1.421
56 C -2.670 -4.181 6.141  O55 1.421, H64 1.090, H65 1.090, H66 1.090
57 N 0.864 -1.884 6.755  C53 1.515, H67 1.010, H68 1.010
58 H 2.559 -1.842 4.593  C52 1.090
59 H 1.651 -3.048 3.694  C52 1.090
60 H 2.364 -3.503 5.290  C52 1.090
61 H 0.110 -1.436 4.800  C53 1.090
62 H -0.169 -4.482 5.688  C54 1.090
63 H -0.840 -3.771 4.390  C54 1.090
64 H -2.312 -5.154 6.478  C56 1.090
65 H -2.955 -4.230 5.090  C56 1.090
66 H -3.593 -3.865 6.626  C56 1.090
67 H 0.024 -1.982 7.307  N57 1.010
68 H 1.485 -2.611 7.082  N57 1.010
69 C 2.765 -2.409 -0.969  C70 1.511, H75 1.090, H76 1.090, H77 1.090
70 C 1.837 -3.478 -0.442  C69 1.511, C71 1.571, N74 1.478, H78 1.090
71 C 1.818 -4.793 -1.302  C70 1.571, O72 1.477, H79 1.090, H80 1.090
72 O 0.828 -5.782 -0.829  C71 1.477, C73 1.468
73 C -0.445 -5.425 -1.467  O72 1.468, H81 1.090, H82 1.090, H83 1.090
74 N 2.240 -3.675 0.966  C70 1.478, H84 1.010, H85 1.010
75 H 3.784 -2.600 -0.635  C69 1.090
76 H 2.369 -1.459 -0.607  C69 1.090
77 H 2.709 -2.199 -2.037  C69 1.090
78 H 0.824 -3.076 -0.466  C70 1.090
79 H 2.769 -5.287 -1.100  C71 1.090
80 H 1.764 -4.599 -2.373  C71 1.090
81 H -1.003 -6.360 -1.407  C73 1.090
82 H -0.477 -5.116 -2.511  C73 1.090
83 H -0.987 -4.768 -0.786  C73 1.090
84 H 2.015 -4.595 1.315  N74 1.010
85 H 3.247 -3.757 0.956  N74 1.010
86 C -0.853 4.706 -6.469  C87 1.549, H92 1.090, H93 1.090, H94 1.090
87 C -0.782 3.181 -6.209  C86 1.549, C88 1.534, N91 1.405, H95 1.090
88 C -0.890 2.837 -4.718  C87 1.534, O89 1.402, H96 1.090, H97 1.090
89 O -0.169 3.726 -3.909  C88 1.402, C90 1.400
90 C -0.495 3.661 -2.549  O89 1.400, H98 1.090, H99 1.090, H100 1.090
91 N -1.917 2.627 -6.825  C87 1.405, H101 1.010, H102 1.010
92 H -0.054 5.263 -5.980  C86 1.090
93 H -1.755 5.100 -6.000  C86 1.090
94 H -0.751 4.971 -7.522  C86 1.090
95 H 0.197 2.770 -6.454  C87 1.090
96 H -0.643 1.782 -4.601  C88 1.090
97 H -1.938 2.930 -4.433  C88 1.090
98 H -0.556 2.652 -2.141  C90 1.090
99 H -1.506 4.054 -2.444  C90 1.090
100 H 0.214 4.252 -1.968  C90 1.090
101 H -2.746 3.173 -6.636  N91 1.010
102 H -2.055 1.729 -6.384  N91 1.010
103 C -2.462 -0.937 4.121  C104 1.505, H109 1.090, H110 1.090, H111 1.090
104 C -3.897 -0.529 3.919  C103 1.505, C105 1.588, N108 1.435, H112 1.090
105 C -3.955 1.039 3.679  C104 1.588, O106 1.474, H113 1.090, H114 1.090
106 O -3.634 1.702 4.956  C105 1.474, C107 1.420
107 C -2.369 2.336 5.087  O106 1.420, H115 1.090, H116 1.090, H117 1.090
108 N -4.513 -1.345 2.913  C104 1.435, H118 1.010, H119 1.010
109 H -2.232 -2.002 4.142  C103 1.090
110 H -1.994 -0.606 5.048  C103 1.090
111 H -1.843 -0.563 3.306  C103 1.090
112 H -4.444 -0.721 4.842  C104 1.090
113 H -4.984 1.255 3.390  C105 1.090
114 H -3.417 1.375 2.793  C105 1.090
115 H -1.533 1.649 4.954  C107 1.090
116 H -2.231 2.805 6.061  C107 1.090
117 H -2.299 3.158 4.374  C107 1.090
118 H -4.746 -2.222 3.356  N108 1.010
119 H -3.870 -1.660 2.201  N108 1.010
120 O -0.435 3.651 2.307  H121 0.957, H122 0.957
121 H -0.509 3.675 3.261  O120 0.957
122 H 0.489 3.827 2.133  O120 0.957
123 O 2.090 1.306 3.525  H124 0.957, H125 0.957
124 H 1.991 1.275 4.477  O123 0.957
125 H 1.953 2.226 3.300  O123 0.957
126 C 5.169 0.114 1.859  O127 1.176, N128 1.364, N129 1.304
127 O 5.694 1.028 2.382  C126 1.176
128 N 3.874 -0.290 2.004  C126 1.364, H130 1.010, H131 1.010
129 N 5.893 -0.784 1.250  C126 1.304, H132 1.010, H133 1.010
130 H 3.480 -0.950 1.350  N128 1.010
131 H 3.281 0.272 2.598  N128 1.010
132 H 5.669 -1.635 0.754  N129 1.010
133 H 6.883 -0.598 1.178  N129 1.010
134 C -1.900 -4.275 1.761  O135 1.224, N136 1.267, N137 1.290
135 O -2.962 -3.984 1.228  C134 1.224
136 N -1.670 -5.299 2.473  C134 1.267, H138 1.010, H139 1.010
137 N -0.866 -3.526 1.575  C134 1.290, H140 1.010, H141 1.010
138 H -2.479 -5.903 2.523  N136 1.010
139 H -0.756 -5.569 2.805  N136 1.010
140 H -0.088 -4.163 1.671  N137 1.010
141 H -0.816 -2.654 1.067  N137 1.010
142 C -0.257 -0.324 0.859  O143 1.168, N144 1.298, N145 1.327
143 O -0.651 -1.101 0.081  C142 1.168
144 N -0.426 0.941 0.625  C142 1.298, H146 1.010, H147 1.010
145 N 0.503 -0.505 1.932  C142 1.327, H148 1.010, H149 1.010
146 H -0.350 1.599 1.388  N144 1.010
147 H -0.878 1.286 -0.210  N144 1.010
148 H 0.900 0.329 2.340  N145 1.010
149 H 0.975 -1.383 2.096  N145 1.010
150 C -2.247 -2.900 -3.308  O151 1.211, N152 1.269, N153 1.295
151 O -1.265 -2.709 -3.990  C150 1.211
152 N -2.379 -2.596 -2.083  C150 1.269, H154 1.010, H155 1.010
153 N -3.289 -3.585 -3.660  C150 1.295, H156 1.010, H157 1.010
154 H -1.701 -2.112 -1.511  N152 1.010
155 H -3.182 -2.901 -1.552  N152 1.010
156 H -4.195 -3.634 -3.216  N153 1.010
157 H -3.226 -3.803 -4.644  N153 1.010

HOMO ... -8.91 eV
LUMO level ... -0.018 eV
Total energy ... -83721.7874 eV
HOMO-LUMO gap ... 8.9 eV

The following is a DFT calculation (ωB97M-V with the def2-TZVPD basis set) of an isolated molecule of C10H18BN5O3.

Each atom is followed by the atoms it is bonded to, with distances in Å.
Positions of all 37 atoms, in Å:
1 C 6.130 -1.800 0.645  C2 1.643, H20 1.190, H21 1.175, H22 1.192
2 C 6.027 -0.216 0.216  C1 1.643, O3 1.471, H23 1.171, H24 1.194
3 O 4.647 0.218 0.481  C2 1.471, B4 1.480
4 B 3.783 0.101 -0.713  O3 1.480, O5 1.476, C6 1.684
5 O 4.117 -0.591 -1.974  B4 1.476, H25 1.002
6 C 2.257 0.795 -0.559  B4 1.684, N7 1.431, N19 1.432
7 N 1.295 -0.053 0.078  C6 1.431, N8 1.307
8 N 0.110 0.485 0.195  N7 1.307, C9 1.432
9 C 0.031 1.828 -0.294  N8 1.432, C10 1.678, N18 1.432
10 C -1.476 2.539 -0.090  C9 1.678, C11 1.639, H26 1.174, H27 1.192
11 C -2.700 1.449 -0.053  C10 1.639, C12 1.670, H28 1.193, H29 1.181
12 C -2.886 0.704 1.430  C11 1.670, C13 1.673, H30 1.190, H31 1.171
13 C -2.775 -0.958 1.277  C12 1.673, N14 1.519, H32 1.184, H33 1.191
14 N -4.131 -1.638 1.211  C13 1.519, C15 1.515, H34 1.053
15 C -5.000 -1.058 0.115  N14 1.515, C16 1.653, O17 1.361
16 C -4.907 -1.532 -1.466  C15 1.653, H35 1.189, H36 1.173, H37 1.186
17 O -5.916 -0.089 0.387  C15 1.361
18 N 0.995 2.679 -0.925  C9 1.432, N19 1.307
19 N 2.166 2.122 -1.088  C6 1.432, N18 1.307
20 H 6.377 -1.816 1.809  C1 1.190
21 H 6.954 -2.341 0.007  C1 1.175
22 H 5.060 -2.317 0.556  C1 1.192
23 H 6.400 0.027 -0.867  C2 1.171
24 H 6.715 0.390 0.980  C2 1.194
25 H 4.883 -0.138 -2.435  O5 1.002
26 H -1.446 3.064 0.960  C10 1.174
27 H -1.643 3.406 -0.889  C10 1.192
28 H -3.709 2.069 -0.202  C11 1.193
29 H -2.675 0.677 -0.946  C11 1.181
30 H -1.963 1.004 2.119  C12 1.190
31 H -3.870 1.038 1.969  C12 1.171
32 H -2.198 -1.371 2.225  C13 1.184
33 H -2.076 -1.223 0.349  C13 1.191
34 H -3.936 -2.639 0.945  N14 1.053
35 H -3.767 -1.626 -1.793  C16 1.189
36 H -5.502 -2.540 -1.549  C16 1.173
37 H -5.369 -0.652 -2.112  C16 1.186

HOMO ... -9.59 eV
SMILES ... CCOB(O)c1nnc(CCCCNC(C)=O)nn1
LUMO level ... -0.737 eV
Total energy ... -24924.8608 eV
HOMO-LUMO gap ... 8.9 eV

The following is a DFT calculation (ωB97M-V with the def2-TZVPD basis set) of a cluster of 2 separate species, CH3NO2S in total.

Each atom is followed by the atoms it is bonded to, with distances in Å.
Positions of all 8 atoms, in Å:
1 C -0.152 0.743 -0.442  N2 1.449, S5 1.756, H6 0.998
2 N -0.635 -0.621 -0.503  C1 1.449, S5 1.671, H8 1.007
3 O -0.143 -0.542 1.966  S5 1.430
4 O 1.739 -1.056 0.440  S5 1.410
5 S 0.508 -0.418 0.698  C1 1.756, N2 1.671, O3 1.430, O4 1.410
6 H 0.175 1.265 -1.226  C1 0.998
7 H -1.158 1.846 0.325  no bonds
8 H -0.334 -1.216 -1.258  N2 1.007

HOMO ... -10.05 eV
LUMO level ... 0.080 eV
Total energy ... -17500.7746 eV
HOMO-LUMO gap ... 10.1 eV
Energy relative to the best compared isomer or geometry (same formula, charge and spin) ... 453.0 kJ/mol

The following is a DFT calculation (ωB97M-V with the def2-TZVPD basis set) of a cluster of 2 separate species, C2H11N4P in total.

Each atom is followed by the atoms it is bonded to, with distances in Å.
Positions of all 18 atoms, in Å:
1 C -1.767 0.341 -1.184  N6 1.473, H8 1.143, H9 1.118, H10 1.191
2 C -1.579 -0.573 1.081  N6 1.414, H11 1.203, H12 1.100, H13 1.141
3 N 1.457 -0.600 -1.484  P7 1.531, H14 1.064
4 N 2.013 1.568 0.012  P7 1.664, H15 1.009, H16 1.006
5 N 1.939 -0.904 0.958  P7 1.635, H17 1.002, H18 1.002
6 N -1.263 0.480 0.192  C1 1.473, C2 1.414
7 P 1.250 0.096 -0.136  N3 1.531, N4 1.664, N5 1.635
8 H -2.102 1.357 -1.585  C1 1.143
9 H -0.985 -0.162 -1.806  C1 1.118
10 H -2.672 -0.431 -1.135  C1 1.191
11 H -2.148 -1.567 0.714  C2 1.203
12 H -0.685 -0.981 1.575  C2 1.100
13 H -2.112 -0.058 1.948  C2 1.141
14 H 1.154 0.110 -2.217  N3 1.064
15 H 1.535 2.368 -0.375  N4 1.009
16 H 2.210 1.698 0.991  N4 1.006
17 H 2.023 -1.798 0.514  N5 1.002
18 H 1.732 -0.944 1.938  N5 1.002

HOMO (alpha / beta) ... -7.54 / -7.50 eV
LUMO level (alpha / beta) ... 0.077 / 0.083 eV
Total energy ... -17498.9611 eV
HOMO-LUMO gap (alpha / beta) ... 7.6 / 7.6 eV
Energy relative to the best compared isomer or geometry (same formula, charge and spin) ... 252.6 kJ/mol